Computed, not measured: a molecular structure, C31H27Cl2InN5O2P at a distorted geometry, with wB97M-V/def2-TZVPD.

Last column: Mulliken charge in e.
Geometry (Å):
In: -4.97780 -10.78085 15.82380  1.33
Cl: -5.32085 -17.07593 12.48506  -0.21
Cl: -1.99310 -15.02485 16.24885  -0.16
P: -4.47808 -8.38100 14.53731  0.28
O: -3.52457 -12.51650 15.55611  -0.77
O: -5.37187 -11.67544 17.84326  -0.83
N: -7.53081 -10.85580 17.72335  -0.33
N: -9.70387 -10.27453 18.25573  -0.29
N: -8.48909 -11.93137 19.49689  -0.02
N: -2.38091 -10.39484 13.27996  -0.23
N: -6.12265 -12.44493 14.63080  -0.04
C: -4.07043 -13.68580 15.20521  0.74
C: -6.29306 -6.72269 13.30498  -0.27
C: -6.67010 -8.52014 11.15721  -0.84
C: -2.52839 -6.69825 13.53792  -0.18
C: -9.39414 -12.15080 20.63952  -0.93
C: -4.49776 -6.68608 18.77235  -0.53
C: -5.66407 -8.05419 13.33750  1.02
C: -5.69014 -7.28757 16.72539  -0.36
C: -5.01524 -15.86955 13.70373  0.39
C: -3.23901 -7.18318 16.73955  -0.41
C: -5.31582 -13.56831 14.53038  0.32
C: -0.29961 -7.32443 12.76952  -0.78
C: -1.99110 -9.03554 13.39321  0.75
C: -5.89522 -8.94519 12.25481  -0.10
C: -0.70770 -8.70286 12.91229  -0.60
C: -2.85332 -8.03974 13.80824  -0.17
C: -1.29766 -6.37985 12.94156  -0.53
C: -6.55677 -11.63089 18.23272  0.67
C: -4.43307 -7.46277 16.04950  0.37
C: -8.63411 -10.99239 18.52573  0.41
C: -5.78666 -14.65529 13.71248  -0.13
C: -3.40925 -14.97220 15.31262  -0.25
C: -7.04308 -12.26870 13.72814  -0.27
C: -7.49277 -13.22609 12.80726  -0.98
C: -7.20737 -6.44139 12.33512  -0.79
C: -3.28280 -6.76088 18.10590  -0.75
C: -6.87693 -14.48115 12.85017  -0.56
C: -7.08741 -12.42742 19.40900  -0.40
C: -5.72021 -6.97462 18.09894  -0.72
C: -3.83355 -16.00560 14.53055  -0.41
C: -7.41209 -7.31045 11.28351  -0.47
H: -6.69212 -9.15319 10.27026  0.45
H: -3.19619 -5.85769 13.65551  0.41
H: -9.30932 -13.17696 20.85383  0.36
H: -3.38892 -16.99584 14.46354  0.45
H: -5.53957 -10.02300 12.18329  0.21
H: -6.60741 -7.42189 16.12704  0.35
H: -8.25541 -12.91402 12.05764  0.39
H: -7.12187 -13.51134 19.19984  0.34
H: -2.32702 -6.45459 18.59440  0.40
H: -2.26484 -7.26333 16.21252  0.34
H: -7.22910 -15.22078 12.16393  0.46
H: -8.12048 -7.03173 10.55475  0.47
H: -10.51241 -10.47482 18.82136  0.18
H: -7.75561 -5.53631 12.36748  0.48
H: -9.22523 -11.47193 21.50718  0.31
H: -6.67577 -6.79598 18.60633  0.45
H: 0.68405 -7.09570 12.32145  0.39
H: -6.07151 -6.03029 14.10476  0.46
H: -3.19418 -10.67169 12.65131  0.12
H: -9.66476 -9.68518 17.46833  0.21
H: -4.62920 -6.28071 19.77169  0.44
H: -1.04118 -5.31027 12.68992  0.33
H: -0.02172 -9.47305 12.79505  0.42
H: -7.44407 -11.25749 13.68107  0.63
H: -1.61344 -11.03660 13.04355  0.30
H: -10.38025 -11.89802 20.22156  0.33
H: -6.58282 -12.23391 20.44400  0.33

Results
relative energy (zero: lowest compared OMol25 entry of this formula, charge and spin) = 3.769 eV
energy = -3073.1206 a.u.
Kohn-Sham gap = 4.9 eV
maximum force = 4.0 eV Å⁻¹
LUMO level = -7.083 eV
total charge = +2